Entry 1:
The following is a quantum chemistry calculation of one molecule with the formula C3H3ClN2O, from the OMol25 dataset.

Each line ends with the natural charge from an NBO analysis.
Geometry (Å):
C1 0.62248 0.20948 0.15337  0.064
C2 -0.59814 -0.32976 0.88618  -0.408
C3 1.73721 -0.64462 -0.12595  0.236
H1 -0.19813 2.98574 -0.47856  0.491
H2 -1.09942 0.43933 1.48768  0.251
H3 -0.37046 -1.09537 1.55767  0.233
N1 0.74439 1.40238 -0.29669  -0.030
N2 2.74440 -1.25338 -0.10426  -0.252
O1 -0.38096 2.17509 0.02249  -0.550
Cl1 -1.78089 -0.95200 -0.31892  -0.035

Results
**E_HOMO**: -0.3931 hartree
**Energy above the lowest of the compared OMol25 structures with the same formula, charge and spin**: 212.9 kJ/mol
**HOMO-LUMO gap**: 10.433 eV
**SMILES string**: N#C/C(CCl)=N/O
**Energy**: -760.98043 Ha

***

Entry 2:
The following is a quantum chemistry calculation of a 2-piece molecular cluster, C5H14N2O2 overall, from the OMol25 dataset.

Each line ends with the natural charge from an NBO analysis.
Geometry (Å):
C1 0.04986 0.87103 1.01981  -0.075
C2 -1.14339 1.79241 1.24078  -0.621
C3 -0.36026 -0.57087 0.60802  0.516
N1 0.78703 0.72570 2.27117  -0.863
O1 -1.11488 -1.14892 1.62776  -0.728
O2 0.81548 -1.30720 0.41892  -0.794
H1 -0.56574 -1.12135 2.42464  0.486
H2 0.67897 1.27258 0.20325  0.152
H3 1.54411 0.06132 2.12900  0.378
H4 1.18971 1.61179 2.55586  0.359
H5 -0.81125 2.71397 1.70936  0.202
H6 -1.62766 2.03828 0.30278  0.205
H7 -1.85974 1.31233 1.89681  0.227
C4 1.42666 -0.48566 -2.90179  -0.007
C5 -1.26831 -0.58286 -0.67787  -0.652
N2 1.35359 -1.58132 -2.28198  -0.625
H8 1.43462 -2.42184 -2.85195  0.359
H9 0.99794 -1.47322 -0.56433  0.507
H10 1.38281 0.42486 -2.31306  0.169
H11 1.60990 -0.36436 -3.97037  0.161
H12 -1.37641 -1.61412 -1.00518  0.223
H13 -0.89858 0.06941 -1.46757  0.196
H14 -2.24447 -0.22197 -0.37406  0.224

Results
**E_HOMO**: -0.3380 hartree
**Energy above the lowest of the compared OMol25 structures with the same formula, charge and spin**: 146.7 kJ/mol
**HOMO-LUMO gap**: 9.929 eV
**SMILES string**: C[C@@H](N)C(C)(O)O.C=N
**Energy**: -458.88172 Ha

***

Entry 3:
The following is a quantum chemistry calculation of C7H18N3 as an isolated structure, from the OMol25 dataset.

Each line ends with the natural charge from an NBO analysis.
Geometry (Å):
C1 -1.30892 -0.71231 -1.27924  -0.298
C2 -1.90098 0.68401 -1.00160  0.174
C3 -0.66306 -2.28722 0.30644  0.270
C4 -0.03004 -3.05607 1.35969  -0.653
C5 -1.72848 2.56552 0.56640  -0.439
C6 2.28502 0.39462 -1.26341  -0.427
C7 1.57768 1.31265 0.95469  -0.432
N1 -0.47703 -1.18034 -0.22539  -0.456
N2 -1.37882 1.34864 -0.11933  -0.466
N3 1.74063 0.14902 0.09970  -0.586
H1 -2.29001 -1.25040 -1.46623  0.220
H2 -0.73504 -0.60269 -2.18624  0.228
H3 -1.58648 -2.81771 -0.13683  0.162
H4 -2.94181 0.86946 -1.66449  0.155
H5 0.83867 -2.40625 1.72628  0.204
H6 0.45588 -3.84469 0.93813  0.256
H7 -0.67328 -3.34696 2.06023  0.253
H8 -1.86690 2.39710 1.70740  0.228
H9 -1.01988 3.31125 0.30397  0.217
H10 -2.59112 2.95535 0.15006  0.197
H11 2.78186 -0.49618 -1.69808  0.234
H12 1.46297 0.69645 -1.93501  0.212
H13 2.84957 1.23130 -1.38723  0.221
H14 1.17675 1.07393 1.97026  0.229
H15 2.47221 1.78518 0.93506  0.203
H16 0.68429 1.98170 0.65718  0.238
H17 0.58664 -0.33173 -0.06562  0.457
H18 2.27968 -0.42363 0.69320  0.401

Results
**E_HOMO**: -0.4602 hartree
**Energy above the lowest of the compared OMol25 structures with the same formula, charge and spin**: 446.0 kJ/mol
**Charge**: +1
**HOMO-LUMO gap**: 10.119 eV
**Energy**: -441.42306 Ha

***

Entry 4:
The following is a quantum chemistry calculation of a 2-piece molecular cluster, C14H31N6O2P overall, from the OMol25 dataset.

Each line ends with the natural charge from an NBO analysis.
Geometry (Å):
C1 0.77819 1.46057 -2.90685  -0.613
C2 2.02541 1.82706 -3.75415  -0.306
C3 1.53142 2.64290 -4.88197  0.274
N1 1.11919 3.21607 -5.78636  -0.303
C4 2.83079 0.60460 -4.34681  -0.302
C5 2.34681 0.25616 -5.68954  0.274
N2 1.86875 -0.01785 -6.69578  -0.296
C6 2.79073 -0.67116 -3.48922  -0.413
C7 3.19878 -0.46791 -2.05250  0.073
O1 4.60092 -0.19029 -2.02073  -0.723
C8 2.92562 -1.73732 -1.22538  -0.231
N3 1.50500 -2.04996 -1.06257  -0.823
H1 0.96400 1.66878 -1.85588  0.231
H2 0.43057 0.44590 -3.07344  0.218
H3 -0.04271 2.11749 -3.18734  0.240
H4 2.71935 2.48602 -3.23460  0.256
H5 3.86313 0.93814 -4.46126  0.263
H6 3.47398 -1.39799 -3.93492  0.240
H7 1.79884 -1.10894 -3.58556  0.219
H8 2.66428 0.34606 -1.55240  0.162
H9 4.85122 -0.16228 -1.09308  0.471
H10 3.33464 -1.60922 -0.22076  0.185
H11 3.40163 -2.56725 -1.74883  0.197
H12 1.10232 -2.34990 -1.94307  0.351
H13 0.99519 -1.19841 -0.83901  0.354
O2 -0.90605 1.11690 1.05696  -1.062
P1 -1.66051 0.55844 2.21743  2.353
N4 -0.52947 -0.44725 3.01654  -0.800
C9 0.01204 -1.58645 2.29795  -0.409
C10 0.54853 0.33268 3.61567  -0.418
N5 -2.91281 -0.29372 1.38496  -0.806
C11 -3.06364 -1.73213 1.41702  -0.401
C12 -3.29433 0.24363 0.08607  -0.396
N6 -2.59298 0.83224 3.57489  -0.792
C13 -2.50798 0.13842 4.84839  -0.382
C14 -3.76980 1.67459 3.40596  -0.402
H14 0.69014 -2.14904 2.94283  0.199
H15 0.55837 -1.28912 1.39560  0.182
H16 -0.75936 -2.29233 2.00582  0.208
H17 0.14356 1.16479 4.19724  0.202
H18 1.22508 0.74921 2.85889  0.190
H19 1.12568 -0.29288 4.29934  0.199
H20 -2.36843 -2.24183 0.73573  0.171
H21 -4.08027 -2.00324 1.11901  0.194
H22 -2.92541 -2.12930 2.42443  0.202
H23 -2.62592 -0.08670 -0.72043  0.175
H24 -3.28595 1.33132 0.09635  0.208
H25 -4.31212 -0.07482 -0.15233  0.189
H26 -2.69342 -0.93185 4.74125  0.196
H27 -3.25960 0.54780 5.52450  0.200
H28 -1.54490 0.27453 5.33788  0.205
H29 -4.67751 1.06799 3.33064  0.193
H30 -3.69159 2.27499 2.49882  0.207
H31 -3.87711 2.37120 4.23992  0.196

Results
**E_HOMO**: -0.3112 hartree
**HOMO-LUMO gap**: 8.875 eV
**SMILES string**: C[C@H](C#N)[C@H](C#N)C[C@H](O)CN.CN(C)P(=O)(N(C)C)N(C)C
**Energy**: -1372.36960 Ha